{"formula": "C16H36F6MgO8S4", "method": "the ωB97M-V functional and the def2-TZVPD basis", "multiplicity": 1, "orbital_gap_ev": 7.223, "e_above_lowest_kj_mol": 0.0, "symbols": ["Mg", "C", "O", "O", "C", "F", "F", "F", "C", "C", "H", "H", "H", "H", "H", "H", "C", "O", "O", "C", "F", "F", "F", "C", "C", "H", "H", "H", "H", "H", "H", "C", "S", "O", "C", "H", "H", "H", "H", "H", "H", "C", "S", "O", "C", "H", "H", "H", "H", "H", "H", "C", "S", "O", "C", "H", "H", "H", "H", "H", "H", "C", "S", "O", "C", "H", "H", "H", "H", "H", "H"], "positions_angstrom": [[0.1476, -0.3052, 0.3374], [-1.8157, 2.2360, -0.4129], [-1.0385, 3.0177, -1.3314], [-1.1702, 1.1357, -0.0541], [-2.2591, 3.1301, 0.7426], [-1.2145, 3.6795, 1.3845], [-3.0379, 4.1584, 0.3543], [-3.0098, 2.3937, 1.5925], [-1.3503, 2.9542, -2.7008], [-0.2430, 3.6464, -3.4598], [-0.0702, 4.6530, -3.0935], [0.6494, 3.0220, -3.3769], [-0.5327, 3.5737, -4.5113], [-2.3211, 3.4187, -2.9414], [-1.5572, 1.9446, -3.0815], [-2.6974, 2.0258, -1.0496], [0.3891, -0.8324, -2.7884], [-0.7562, -1.6921, -2.9685], [0.7586, -0.8573, -1.5151], [1.4759, -1.3341, -3.7515], [2.6650, -0.7116, -3.6824], [1.6897, -2.6522, -3.6248], [1.0568, -1.1511, -5.0414], [-1.7705, -1.2411, -3.8324], [-2.4756, -2.4701, -4.3952], [-2.9122, -2.3049, -5.3850], [-1.7106, -3.2021, -4.6613], [-3.2271, -2.8192, -3.6910], [-1.3968, -0.6128, -4.6484], [-2.5053, -0.6060, -3.3170], [0.0738, 0.1918, -3.0485], [-0.5719, 1.5006, 4.3096], [-0.6336, -0.2279, 3.7189], [-0.1846, -0.0682, 2.3152], [0.8787, -0.8022, 4.5834], [-0.5195, 1.5760, 5.3967], [-1.5355, 1.9308, 4.0378], [0.2613, 1.9643, 3.7901], [1.6642, -0.1270, 4.2410], [1.1129, -1.7989, 4.2192], [0.7878, -0.7292, 5.6654], [2.3112, 3.1731, -0.5128], [1.7073, 2.3526, 0.9983], [1.6693, 0.8873, 0.6900], [3.1814, 2.6797, 2.0276], [1.7146, 2.7432, -1.3138], [3.3613, 3.0113, -0.7803], [2.2934, 4.2596, -0.4190], [3.2287, 2.0132, 2.8886], [3.1007, 3.6952, 2.4184], [4.1049, 2.5930, 1.4568], [-3.2076, -2.0659, 2.2361], [-2.6417, -1.8860, 0.5140], [-1.1651, -1.7124, 0.3736], [-2.9966, -3.5945, -0.0170], [-4.2504, -2.3166, 2.3903], [-2.9675, -1.1184, 2.7232], [-2.4885, -2.7102, 2.7545], [-2.8560, -3.5442, -1.0942], [-4.0724, -3.6699, 0.1636], [-2.4684, -4.3786, 0.5156], [2.7764, -3.8454, 1.4794], [2.7800, -2.1541, 0.8554], [1.3563, -1.7461, 1.0783], [3.8576, -1.4833, 2.1590], [3.6665, -4.1675, 2.0224], [2.6465, -4.4957, 0.6178], [1.9676, -3.9102, 2.2065], [3.9903, -0.4169, 2.0091], [4.7780, -2.0641, 2.0656], [3.5282, -1.7356, 3.1685]], "atomic_forces_ev_per_a": [[-0.30, 0.53, -1.84], [0.34, -1.59, -2.01], [0.68, 0.98, 0.44], [-0.33, 0.51, 0.69], [0.02, -0.02, -0.67], [-0.15, -0.23, 0.53], [-0.05, -0.01, -0.09], [0.34, 0.27, 0.42], [-0.94, 0.21, -0.05], [-0.27, -1.34, -0.34], [-0.01, 0.09, -0.19], [0.21, 0.30, 0.13], [0.18, 0.61, -0.07], [0.08, 0.52, 0.41], [0.73, -0.34, 0.34], [-0.68, -0.11, 0.65], [-0.54, 0.67, 2.17], [-0.03, -0.08, -0.43], [0.84, -0.20, -0.10], [-0.46, -0.22, -0.77], [-0.17, 0.01, 0.41], [0.27, 0.06, 0.19], [0.02, 0.00, 0.00], [-0.33, 0.10, -0.51], [0.45, 0.26, -0.75], [-0.49, 0.45, 0.30], [-0.06, -0.30, 0.67], [0.07, -0.44, -0.13], [0.30, -0.19, 0.00], [0.10, -0.02, 0.30], [0.11, 0.08, -0.79], [-0.78, -0.63, 0.38], [1.11, 0.73, 0.46], [-0.59, 0.02, 0.94], [-0.19, 0.55, -0.40], [0.30, -0.17, -0.02], [0.19, 0.17, -0.38], [-0.02, 0.10, 0.00], [0.01, 0.01, -0.01], [-0.18, -0.11, 0.15], [-0.16, -0.23, -0.01], [0.70, -0.07, -0.04], [0.30, 0.48, -0.32], [1.56, 0.83, 0.20], [0.09, -0.01, -0.10], [-0.38, 0.43, 0.06], [-0.02, -0.74, 0.50], [-0.86, -0.03, 0.04], [-0.29, -0.16, -0.12], [-0.11, 0.06, -0.16], [-0.05, -0.12, -0.08], [2.08, 0.53, 0.66], [-0.74, -0.28, -1.04], [-1.47, -1.41, 1.00], [-0.71, 1.19, 0.09], [-0.02, -0.17, -0.40], [-0.52, 0.27, -0.30], [-0.44, -0.58, -0.12], [0.37, -0.44, 0.02], [0.01, -0.23, -0.01], [0.31, 0.13, -0.10], [0.25, -0.34, 0.24], [-0.14, 0.06, 0.07], [1.10, -0.66, 0.63], [-0.12, -0.68, 0.20], [0.29, 0.34, -0.31], [-0.32, -0.10, 0.14], [-0.30, 0.01, -0.33], [0.07, -0.02, -0.01], [0.23, 0.42, -0.38], [-0.49, 0.28, -0.06]], "lowdin_charge": [0.376, -0.449, -0.100, -0.164, -0.546, 0.121, 0.132, 0.122, -0.293, -0.069, 0.078, 0.064, 0.078, 0.118, 0.106, 0.154, -0.441, -0.086, -0.175, -0.533, 0.133, 0.140, 0.097, -0.292, -0.071, 0.069, 0.079, 0.060, 0.111, 0.112, 0.145, -0.203, 0.913, -0.560, -0.217, 0.057, 0.049, 0.049, 0.048, 0.043, 0.055, -0.206, 0.932, -0.545, -0.239, 0.041, 0.061, 0.065, 0.041, 0.054, 0.051, -0.251, 0.931, -0.523, -0.217, 0.059, 0.004, 0.057, 0.041, 0.049, 0.064, -0.236, 0.952, -0.556, -0.238, 0.053, 0.054, 0.057, 0.035, 0.051, 0.048]}



{"formula": "C16H36IN2O12P2S3", "method": "the ωB97M-V functional and the def2-TZVPD basis", "total_charge": -1, "multiplicity": 1, "orbital_gap_ev": 8.310, "symbols": ["C", "C", "C", "I", "S", "O", "O", "N", "S", "O", "O", "N", "C", "S", "H", "H", "H", "H", "H", "H", "O", "P", "O", "C", "C", "O", "C", "C", "O", "C", "C", "H", "H", "H", "H", "H", "H", "H", "H", "H", "H", "H", "H", "H", "H", "H", "O", "P", "O", "C", "C", "O", "C", "C", "O", "C", "C", "H", "H", "H", "H", "H", "H", "H", "H", "H", "H", "H", "H", "H", "H", "H"], "positions_angstrom": [[1.4784, 3.5745, -3.6376], [2.7405, 2.7010, -3.5697], [3.3653, 2.2935, -4.9109], [5.1886, 1.2274, -4.4231], [2.3808, 1.1319, -5.8944], [2.1197, 0.0240, -5.0005], [3.1744, 0.7276, -7.0289], [0.9453, 1.7502, -6.3247], [0.9440, 3.0138, -7.2972], [-0.3924, 3.5510, -7.2984], [1.4478, 2.7835, -8.6193], [1.9360, 4.2729, -6.5917], [1.6788, 5.4048, -6.9383], [1.2259, 6.8894, -7.1297], [1.7404, 4.6296, -3.7026], [0.8063, 3.3189, -4.4508], [0.9154, 3.4040, -2.7165], [2.6134, 1.7984, -2.9730], [3.5055, 3.2946, -3.0624], [3.7075, 3.1328, -5.5038], [0.6820, -5.2535, -1.1234], [0.4696, -3.7902, -1.1581], [1.8940, -3.0663, -1.1681], [2.7487, -3.2229, -2.3206], [2.3352, -2.3035, -3.4527], [-0.0120, -3.4759, 0.3793], [-0.5360, -4.5003, 1.2171], [0.5003, -4.9453, 2.2255], [-0.3691, -2.5463, -1.7382], [-1.8109, -2.6099, -1.7273], [-2.3588, -1.6826, -0.6628], [2.7487, -4.2684, -2.6425], [3.7575, -2.9809, -1.9881], [1.3609, -2.5918, -3.8522], [3.0589, -2.3390, -4.2653], [2.2494, -1.2780, -3.1093], [-0.9044, -5.3424, 0.6313], [-1.3952, -4.0707, 1.7428], [1.4062, -5.3072, 1.7391], [0.1068, -5.7399, 2.8628], [0.7919, -4.1040, 2.8554], [-2.1589, -3.6349, -1.5754], [-2.1492, -2.2860, -2.7110], [-2.2383, -2.1108, 0.3318], [-3.4230, -1.5043, -0.8257], [-1.8276, -0.7311, -0.6740], [0.0142, 1.9200, 4.5599], [-1.3350, 1.5094, 4.9979], [-1.2926, 1.3048, 6.5963], [-1.0683, 2.4387, 7.4388], [-2.3360, 3.2466, 7.6484], [-1.4191, -0.0420, 4.5086], [-0.5690, -0.5434, 3.4708], [0.5612, -1.3642, 4.0480], [-2.9317, 1.7003, 4.8914], [-3.5317, 1.7034, 3.5732], [-4.2905, 0.4135, 3.3485], [-0.2729, 3.0623, 7.0213], [-0.7157, 2.0477, 8.3926], [-2.6581, 3.7202, 6.7195], [-2.1729, 4.0285, 8.3915], [-3.1493, 2.6025, 7.9825], [-0.1875, 0.2657, 2.8495], [-1.1917, -1.1753, 2.8320], [1.1569, -0.7821, 4.7516], [1.2116, -1.7282, 3.2513], [0.1662, -2.2216, 4.5964], [-2.7767, 1.8568, 2.7988], [-4.2182, 2.5491, 3.5401], [-3.6108, -0.4109, 3.1403], [-4.9663, 0.5147, 2.4983], [-4.8640, 0.1454, 4.2356]], "atomic_forces_ev_per_a": [[-0.13, -0.39, 0.33], [0.26, 0.39, -0.33], [0.07, -0.05, 0.54], [-0.09, 0.12, -0.16], [-0.03, -2.22, -0.76], [-0.58, 0.77, 0.35], [0.21, 0.94, -0.14], [1.49, 1.46, 0.57], [-2.11, -1.23, -1.35], [0.19, 0.22, 0.69], [0.95, 0.15, 0.41], [0.06, 0.22, -0.82], [-0.25, -0.19, 1.01], [0.27, 0.04, -0.30], [-0.06, 0.01, -0.07], [0.06, -0.06, -0.03], [0.02, 0.22, 0.03], [-0.27, -0.02, -0.10], [0.05, -0.15, 0.08], [-0.17, -0.03, -0.14], [-1.37, 0.00, -2.47], [2.10, 1.87, 4.87], [-0.41, -0.22, -0.48], [0.21, 0.07, -0.46], [-0.14, -0.29, 0.30], [-0.33, -0.01, -0.32], [0.12, -0.07, 0.24], [0.17, 0.02, 0.11], [-0.31, -1.77, -1.58], [-0.23, 0.26, -0.05], [0.01, -0.09, 0.30], [-0.04, -0.03, 0.14], [-0.07, 0.02, 0.18], [0.04, 0.02, -0.07], [0.02, 0.05, 0.02], [0.09, 0.02, -0.02], [0.13, -0.01, -0.08], [0.02, 0.08, -0.04], [-0.10, -0.07, -0.15], [-0.02, 0.02, 0.01], [-0.05, -0.02, 0.04], [0.05, -0.02, 0.01], [0.12, -0.06, -0.05], [0.06, -0.01, -0.01], [0.02, 0.03, -0.08], [-0.05, 0.02, -0.14], [-1.29, 2.45, -0.79], [0.79, -5.40, 1.87], [-0.32, 0.55, -0.36], [0.00, 0.22, 0.19], [-0.07, 0.00, -0.14], [-0.23, 0.40, -0.23], [0.23, -0.26, -0.04], [0.06, -0.08, 0.18], [0.91, 2.11, -0.74], [-0.35, -0.06, -0.13], [0.17, -0.25, -0.05], [0.02, -0.06, -0.03], [0.02, -0.12, -0.06], [0.01, 0.03, 0.02], [0.04, -0.02, 0.00], [0.03, -0.01, 0.06], [0.04, 0.08, 0.11], [-0.08, 0.03, 0.06], [0.00, 0.13, -0.11], [-0.02, 0.01, -0.02], [-0.03, -0.02, -0.06], [0.04, 0.00, 0.04], [0.10, 0.07, 0.09], [0.03, 0.01, 0.05], [-0.03, 0.07, 0.03], [-0.08, 0.12, -0.02]], "lowdin_charge": [-0.104, -0.358, -0.777, 0.858, 0.410, -0.378, -0.363, -0.308, 0.476, -0.329, -0.299, -0.054, -0.842, 0.727, 0.069, 0.041, 0.072, 0.083, 0.081, 0.038, -0.228, 0.491, -0.185, -0.259, -0.093, -0.219, -0.303, -0.068, -0.185, -0.250, -0.071, 0.107, 0.115, 0.075, 0.083, 0.064, 0.104, 0.108, 0.081, 0.076, 0.053, 0.116, 0.120, 0.053, 0.077, 0.088, -0.216, 0.490, -0.188, -0.279, -0.084, -0.210, -0.281, -0.072, -0.197, -0.250, -0.066, 0.111, 0.116, 0.067, 0.076, 0.081, 0.110, 0.105, 0.078, 0.076, 0.076, 0.119, 0.116, 0.063, 0.079, 0.085]}



{"formula": "C16H36O10P2S", "method": "the ωB97M-V functional and the def2-TZVPD basis", "multiplicity": 1, "orbital_gap_ev": 8.812, "smiles": "OP(O)(P)=S.CCOC(C)=O.CCOC(C)=O.CCOC(C)=O.CCOC(C)=O", "symbols": ["O", "P", "O", "P", "S", "H", "H", "H", "H", "C", "C", "O", "C", "C", "O", "H", "H", "H", "H", "H", "H", "H", "H", "C", "C", "O", "C", "C", "O", "H", "H", "H", "H", "H", "H", "H", "H", "C", "C", "O", "C", "C", "O", "H", "H", "H", "H", "H", "H", "H", "H", "C", "C", "O", "C", "C", "O", "H", "H", "H", "H", "H", "H", "H", "H"], "positions_angstrom": [[-3.9085, -4.6233, 7.8888], [-5.0797, -3.7261, 7.2334], [-4.6224, -3.5633, 5.7131], [-6.8285, -5.0345, 7.3515], [-5.4128, -2.0897, 8.1491], [-3.6979, -5.4240, 7.3905], [-4.4017, -4.4435, 5.3466], [-6.4397, -5.8959, 6.2894], [-7.5763, -4.1637, 6.5282], [-1.9313, -4.4086, 1.2829], [-1.4626, -4.1363, 2.6900], [-2.4371, -4.5228, 3.6830], [-2.5627, -5.7617, 4.1394], [-1.8070, -6.8980, 3.5085], [-3.3455, -5.9563, 5.0488], [-2.0739, -5.4735, 1.0939], [-1.2028, -4.0214, 0.5715], [-2.8750, -3.8986, 1.0930], [-0.5036, -4.6064, 2.9109], [-1.3449, -3.0672, 2.8527], [-2.4613, -7.3549, 2.7650], [-1.6014, -7.6360, 4.2790], [-0.8831, -6.6039, 3.0210], [-2.6249, 0.8537, 1.2360], [-1.3143, 0.1508, 0.9578], [-1.5095, -1.1114, 0.2874], [-1.6266, -1.2021, -1.0541], [-1.7820, 0.0493, -1.8819], [-1.6460, -2.3009, -1.5451], [-3.1375, 1.1259, 0.3132], [-2.4373, 1.7678, 1.8006], [-3.2877, 0.2159, 1.8213], [-0.6218, 0.7708, 0.3928], [-0.8313, -0.1241, 1.8953], [-2.8497, 0.2162, -2.0320], [-1.3317, -0.1408, -2.8527], [-1.3400, 0.9409, -1.4486], [4.0030, 0.9113, -3.3653], [3.6802, 2.2444, -2.7291], [2.3203, 2.3067, -2.2594], [1.9416, 1.8295, -1.0667], [2.9062, 1.0267, -0.2275], [0.8043, 2.0153, -0.7095], [3.9333, 0.0907, -2.6505], [5.0164, 0.9324, -3.7667], [3.3130, 0.7124, -4.1846], [4.3669, 2.4955, -1.9197], [3.7413, 3.0419, -3.4676], [2.7313, -0.0289, -0.4409], [2.6669, 1.2052, 0.8174], [3.9549, 1.2439, -0.4047], [3.4485, 7.4199, -3.7288], [4.7005, 6.6863, -4.1590], [4.4086, 5.4073, -4.7383], [4.0660, 5.2429, -6.0361], [3.7749, 6.4505, -6.8922], [3.9584, 4.1219, -6.4518], [2.8088, 7.6582, -4.5782], [3.7169, 8.3531, -3.2323], [2.8751, 6.8087, -3.0319], [5.3124, 7.2809, -4.8386], [5.3183, 6.4487, -3.2945], [2.6979, 6.6210, -6.8715], [4.0589, 6.2091, -7.9127], [4.2751, 7.3621, -6.5795]], "atomic_forces_ev_per_a": [[-0.06, 0.07, 0.22], [0.16, -0.12, 0.02], [-0.39, -0.03, 0.14], [-0.04, -0.03, 0.01], [0.08, 0.12, 0.04], [0.05, 0.02, -0.16], [0.35, 0.09, -0.21], [-0.02, 0.06, -0.02], [-0.01, -0.08, -0.07], [-0.09, -0.04, -0.03], [0.07, 0.07, -0.09], [0.02, -0.06, 0.09], [-0.01, 0.07, -0.09], [0.08, 0.01, 0.08], [-0.16, -0.08, 0.04], [0.05, -0.01, 0.02], [-0.04, 0.02, -0.03], [0.02, 0.02, -0.01], [-0.03, -0.03, 0.03], [-0.03, 0.00, -0.01], [0.01, 0.00, -0.01], [-0.03, -0.01, -0.01], [-0.01, 0.00, -0.02], [-0.03, -0.04, -0.02], [-0.08, 0.00, 0.01], [0.07, -0.01, 0.01], [-0.03, -0.06, 0.04], [0.07, 0.00, 0.01], [0.01, 0.01, 0.01], [0.02, 0.02, 0.00], [0.00, 0.00, 0.00], [0.01, 0.00, 0.01], [-0.03, -0.01, 0.08], [0.01, 0.00, -0.01], [0.00, 0.01, 0.01], [-0.04, -0.01, -0.01], [0.00, 0.01, -0.01], [-0.07, -0.03, 0.03], [0.03, 0.06, -0.11], [0.01, 0.06, 0.10], [-0.06, -0.04, -0.09], [0.02, 0.06, 0.03], [0.08, 0.02, -0.04], [0.03, 0.00, 0.01], [-0.01, 0.00, -0.01], [0.02, 0.01, -0.01], [-0.01, -0.01, 0.01], [0.00, -0.02, 0.00], [0.01, 0.00, 0.00], [-0.02, -0.03, 0.00], [0.00, -0.01, -0.01], [-0.02, -0.04, -0.01], [-0.05, 0.04, 0.00], [0.09, -0.04, 0.02], [-0.05, -0.09, 0.06], [0.07, 0.00, -0.03], [0.00, 0.06, 0.02], [0.01, 0.02, 0.00], [0.00, 0.00, 0.01], [0.00, 0.01, 0.00], [-0.01, -0.01, -0.01], [0.00, 0.00, 0.00], [0.00, 0.01, 0.00], [-0.03, -0.01, 0.00], [-0.01, 0.00, 0.01]], "lowdin_charge": [-0.271, -0.177, -0.270, 0.616, 0.218, 0.047, 0.013, -0.151, -0.137, -0.057, -0.203, 0.021, -0.501, 0.028, 0.055, 0.072, 0.076, 0.090, 0.116, 0.123, 0.103, 0.095, 0.075, -0.056, -0.224, -0.020, -0.523, 0.020, 0.090, 0.070, 0.084, 0.083, 0.078, 0.120, 0.097, 0.093, 0.057, -0.056, -0.220, 0.012, -0.514, 0.020, 0.077, 0.068, 0.085, 0.087, 0.112, 0.110, 0.098, 0.092, 0.070, -0.062, -0.234, -0.019, -0.526, 0.014, 0.106, 0.069, 0.083, 0.084, 0.112, 0.122, 0.098, 0.092, 0.069]}